(1)
Formula: C5H5BrFNO
Source: the OMol25 dataset
Level of theory: wB97M-V/def2-TZVPD

```
14
C5H5BrFNO, DFT wB97M-V/def2-TZVPD
N 2.46714 -0.07242 0.76996
C 1.74432 -0.47213 -0.30950
F 1.92766 -1.89648 -0.35830
C -0.11166 -0.08915 -0.27064
C -1.27090 -0.79304 0.05863
C -2.23023 0.23952 -0.00678
Br -4.02101 -0.13550 -0.24270
C -1.59609 1.40090 -0.26649
O -0.29829 1.20355 -0.41879
H 2.48771 0.86183 1.06822
H 2.18556 -0.63889 1.58238
H 1.93492 -0.01877 -1.24366
H -1.36287 -1.92767 0.28087
H -1.85627 2.33823 -0.64320
```

Calculated values
* SMILES string: N[C@@H](F)c1cc(Br)co1
* total charge: 0
* Kohn-Sham gap: 9.6 eV
* multiplicity: 1
* LUMO: 0.84 eV

(2)
Formula: C10H17N5
Source: the OMol25 dataset
Level of theory: wB97M-V/def2-TZVPD

```
32
C10H17N5, DFT wB97M-V/def2-TZVPD
C 3.04245 -1.20614 -0.14055
C 1.68552 -1.32447 0.08402
C 3.54776 0.17739 -0.27549
C 0.78762 -0.17990 -0.11028
C -1.10495 -3.22876 -0.22095
C -1.04300 2.01316 -1.46727
C -2.83162 -0.23176 0.11166
C -1.43654 0.63096 2.02903
C -1.58360 1.97728 -0.07684
C -1.51772 0.48719 0.53670
N 2.71436 1.11522 -0.47767
N 1.41922 0.98329 -0.42505
N -1.05897 -2.59772 0.88163
N 4.88828 0.43087 -0.26190
N -0.51631 -0.36599 -0.02126
H 3.79933 -2.01073 0.05542
H 1.22238 -2.33547 0.21976
H -1.23644 -4.30358 -0.15786
H -1.14747 -2.81451 -1.21466
H -0.02548 1.75668 -1.47074
H -1.43786 1.35672 -2.23101
H -1.11865 3.04606 -1.80180
H -2.72682 -1.26034 0.14158
H -3.67786 0.21571 0.56036
H -3.13696 -0.15445 -0.95033
H -1.60938 -0.26351 2.56827
H -0.41483 0.97679 2.30980
H -2.20385 1.19877 2.40351
H -1.09206 2.76632 0.56482
H -2.75702 1.93677 0.01190
H 5.57203 -0.21521 -0.86013
H 4.99844 1.42338 -0.31468
```

Calculated values
* total charge: 0
* Kohn-Sham gap (alpha / beta): 6.9 / 8.1 eV
* multiplicity: 1
* LUMO (alpha / beta): -1.17 / 0.09 eV

(3)
Formula: C4H8Si
Source: the OMol25 dataset
Level of theory: wB97M-V/def2-TZVPD

```
13
C4H8Si, DFT wB97M-V/def2-TZVPD
C 1.87708 0.50663 -0.10990
C 0.39916 0.53386 -0.20753
C -0.64251 -0.26116 0.08292
C -0.88656 -1.60350 0.66010
Si -1.21358 1.34570 -0.66852
H 2.31599 0.49330 -1.10901
H 2.21713 -0.37570 0.43362
H 2.24069 1.39948 0.40019
H -1.56982 -1.53345 1.50670
H 0.04509 -2.06082 0.99447
H -1.34789 -2.25197 -0.08516
H -1.78658 2.39842 0.16016
H -1.64821 1.40921 -2.05802
```

Calculated values
* SMILES string: CC1=C(C)[SiH2]1
* total charge: 0
* Kohn-Sham gap: 9.8 eV
* multiplicity: 1
* LUMO: 0.94 eV

(4)
Formula: C36H62LaN8O6
Source: the OMol25 dataset
Level of theory: wB97M-V/def2-TZVPD

```
113
C36H62LaN8O6, DFT wB97M-V/def2-TZVPD
La -1.57655 -0.04184 -1.13238
C 2.91850 1.59413 4.94829
C 3.04562 2.54680 3.74692
C 4.34155 2.23253 2.98333
C 3.13968 3.98169 4.27409
C 1.83073 2.34144 2.84624
C 1.70927 1.19915 2.11188
C 0.57892 0.97728 1.28311
N 0.30652 -0.13771 0.59238
C 0.87191 -1.34634 0.78167
C 1.52351 -1.77595 1.95898
C 2.13832 -2.99534 2.01711
C 2.05659 -3.82653 0.86992
C 1.37763 -3.52703 -0.28519
C 0.74945 -2.23707 -0.37957
O 0.15387 -1.78546 -1.40736
C 1.33366 -4.61754 -1.37485
C 0.52297 -4.26924 -2.62967
C 0.71041 -5.88983 -0.77777
C 2.77304 -4.91823 -1.82734
C 2.89148 -3.41231 3.27628
C 4.10723 -2.48324 3.43503
C 1.98406 -3.27811 4.50828
C 3.39299 -4.85715 3.20499
C -0.39189 2.06220 1.07043
O -1.27552 1.92523 0.17654
C -0.29613 3.21751 1.93381
C 0.77382 3.30123 2.77673
C -1.35870 4.31475 1.86258
C -1.07971 5.42630 2.87607
C -2.74023 3.71801 2.18536
C -1.37086 4.95131 0.46062
H 3.76914 1.72048 5.62112
H 2.89532 0.55194 4.62462
H 2.00372 1.79781 5.50842
H 5.20116 2.43659 3.62336
H 4.42353 2.85419 2.08997
H 4.40121 1.18652 2.68169
H 4.05022 4.09063 4.86338
H 2.29832 4.22785 4.92383
H 3.18040 4.70259 3.45502
H 2.49854 0.46341 2.09800
H 1.46610 -1.14380 2.83379
H 2.53546 -4.79400 0.92453
H -0.50948 -4.02348 -2.37994
H 0.52200 -5.13599 -3.29438
H 0.97399 -3.43114 -3.15956
H -0.31251 -5.69548 -0.44884
H 1.27885 -6.25874 0.07577
H 0.68593 -6.68212 -1.52834
H 3.24958 -4.01353 -2.20935
H 2.76532 -5.66777 -2.62102
H 3.37970 -5.30112 -1.00638
H 3.79502 -1.44546 3.56410
H 4.75578 -2.53859 2.55867
H 4.68782 -2.77297 4.31327
H 1.67606 -2.24510 4.67692
H 2.51981 -3.61127 5.39840
H 1.08910 -3.89280 4.39659
H 4.11344 -4.99469 2.39639
H 2.56703 -5.55860 3.06992
H 3.89529 -5.11101 4.13851
H 0.85633 4.17369 3.40748
H -1.08100 5.04270 3.89874
H -1.86463 6.17921 2.80446
H -0.12584 5.92140 2.68085
H -2.72707 3.24713 3.17133
H -3.04583 2.97969 1.44890
H -3.48828 4.51265 2.20174
H -0.38455 5.35364 0.21574
H -2.08943 5.77270 0.43874
H -1.65849 4.22777 -0.29763
C -5.20848 -3.40374 -2.03863
O -4.37727 -3.02548 -3.15012
C -3.26172 -2.38812 -2.83977
O -2.84644 -2.21187 -1.70555
N -2.62253 -1.95811 -3.95734
N -1.38538 -1.31164 -3.81607
H -6.05565 -3.92203 -2.47290
H -5.53894 -2.51657 -1.50115
H -4.66463 -4.06234 -1.36456
H -2.88963 -2.36401 -4.83935
H -1.23364 -0.71964 -4.61986
H -0.62843 -1.98640 -3.73765
N -2.59975 -0.79014 1.23666
N -3.64119 0.18069 1.28109
C -4.33034 0.51828 0.08123
O -5.41973 1.03880 0.19706
O -3.70064 0.24460 -1.01275
H -2.98249 -1.73219 1.26108
H -2.03089 -0.66687 2.06355
H -4.27101 0.12446 2.06609
C 0.48399 2.59600 -2.97624
N -0.32691 2.54710 -4.18095
C 0.41405 2.57229 -5.43325
C -1.60549 2.09357 -4.09293
N -1.99568 1.50171 -2.99995
N -2.40534 2.27751 -5.19131
C -3.68355 1.58812 -5.25839
C -2.36502 3.51742 -5.95795
H 1.26566 3.34108 -3.11825
H 0.95986 1.63062 -2.75856
H -0.13346 2.88647 -2.12834
H 1.30223 1.94164 -5.34519
H 0.74130 3.58437 -5.68027
H -0.19763 2.19303 -6.24680
H -3.01020 1.42168 -2.95898
H -4.48039 2.13132 -4.73819
H -3.60481 0.59336 -4.82451
H -3.96669 1.49194 -6.30654
H -1.53554 4.13916 -5.63430
H -3.29106 4.07595 -5.80006
H -2.26571 3.31239 -7.02544
```

Calculated values
* total charge: +1
* Kohn-Sham gap (alpha / beta): 5.9 / 5.7 eV
* multiplicity: 1
* LUMO (alpha / beta): -3.98 / -4.09 eV

ΔE to the lowest compared entry with this formula, charge and spin (eV)
0.834; 4.454; 0.859; 0.624